Entry 1:
DFT (wB97M-V/def2-TZVPD) results for a 8-piece molecular cluster, C15H48N8O10 overall at a distorted geometry.

Calculated values
- SMILES = COCCNCCOC.COCCNCCOC.NC(N)=O.NC(N)=O.NC(N)=O.O.O.O
- highest occupied orbital energy (eV) = -8.7
- lowest unoccupied orbital energy (eV) = 0.129
- HOMO-LUMO gap (eV) = 8.871

Last columns: bonded neighbours and bond lengths (Å).
Geometry (Å):
1 O 1.49539 1.89195 0.43981  H62 0.971, H66 0.967
2 O 4.00162 0.07282 1.99339  C19 1.230
3 O 0.40857 -0.55818 1.45227  C28 1.226
4 O -2.45178 1.04098 -1.14877  C26 1.415, C30 1.431
5 O -1.07993 2.99218 1.73184  H42 0.966, H48 0.979
6 O -0.00837 -2.60192 -3.72487  C20 1.401, C25 1.420
7 O 2.10725 1.08424 3.95958  H40 0.967, H78 0.963
8 O 3.96951 0.90524 -2.41510  C23 1.394, C24 1.425
9 O -4.70302 0.08398 4.52864  C27 1.416, C32 1.410
10 O 0.48302 4.18398 -3.54521  C31 1.224
11 N -3.35022 1.23107 2.30271  C21 1.462, C22 1.470, H80 1.012
12 N 4.48891 -0.69188 -0.10588  C19 1.361, H43 1.002, H71 1.017
13 N -0.93612 2.37187 -3.57382  C31 1.367, H39 1.000, H75 1.007
14 N -0.41560 -2.62563 1.96408  C28 1.375, H56 1.001, H74 1.005
15 N 1.53261 -0.64885 -1.69714  C29 1.456, C33 1.484, H67 1.016
16 N 1.09895 2.17731 -2.60433  C31 1.382, H73 1.012, H81 1.018
17 N 1.17922 -1.65967 3.29540  C28 1.366, H37 1.009, H72 1.003
18 N 4.86449 -2.01591 1.73099  C19 1.376, H34 1.002, H45 1.001
19 C 4.36049 -0.83207 1.24213  O2 1.230, N12 1.361, N18 1.376
20 C -1.03837 -3.30437 -4.36451  O6 1.401, H47 1.093, H57 1.099, H68 1.092
21 C -3.70526 0.87884 0.92890  N11 1.462, C26 1.527, H41 1.093, H63 1.100
22 C -2.81187 0.11475 3.09360  N11 1.470, C27 1.519, H46 1.092, H70 1.101
23 C 3.27924 0.07565 -3.29789  O8 1.394, C33 1.530, H60 1.095, H77 1.106
24 C 4.73160 1.84648 -3.16632  O8 1.425, H36 1.097, H44 1.093, H76 1.086
25 C -0.44491 -1.76883 -2.66075  O6 1.420, C29 1.518, H53 1.100, H58 1.098
26 C -2.59129 0.30867 0.05405  O4 1.415, C21 1.527, H55 1.089, H79 1.100
27 C -3.29064 0.18696 4.53342  O9 1.416, C22 1.519, H38 1.092, H51 1.100
28 C 0.43734 -1.56330 2.15301  O3 1.226, N14 1.375, N17 1.366
29 C 0.51354 -1.66692 -1.48741  N15 1.456, C25 1.518, H61 1.093, H65 1.100
30 C -3.52729 0.86984 -2.07745  O4 1.431, H35 1.081, H52 1.100, H59 1.096
31 C 0.23862 3.01222 -3.29169  O10 1.224, N13 1.367, N16 1.382
32 C -5.37739 0.80064 5.53813  O9 1.410, H49 1.098, H64 1.096, H69 1.091
33 C 2.57245 -1.11530 -2.64840  N15 1.484, C23 1.530, H50 1.090, H54 1.100
34 H 5.02012 -2.76739 1.08740  N18 1.002
35 H -3.19653 1.15972 -3.06506  C30 1.081
36 H 5.54679 1.30436 -3.66225  C24 1.097
37 H 1.91342 -0.97322 3.38843  N17 1.009
38 H -2.79614 0.98925 5.08475  C27 1.092
39 H -1.06602 1.44089 -3.23207  N13 1.000
40 H 2.86119 0.52143 3.73502  O7 0.967
41 H -3.99608 1.80855 0.43240  C21 1.093
42 H -0.36852 2.33898 1.72711  O5 0.966
43 H 5.19649 -1.19368 -0.60760  N12 1.002
44 H 4.12218 2.30841 -3.94695  C24 1.093
45 H 4.89502 -2.13631 2.72408  N18 1.001
46 H -1.72510 0.12320 2.98689  C22 1.092
47 H -1.92850 -3.52520 -3.76909  C20 1.093
48 H -1.91411 2.47991 1.70774  O5 0.979
49 H -6.01506 0.17223 6.17432  C32 1.098
50 H 2.22517 -1.75127 -3.46242  C33 1.090
51 H -2.93312 -0.74351 4.99905  C27 1.100
52 H -3.77748 -0.19128 -1.92975  C30 1.100
53 H -0.65081 -0.76401 -3.05749  C25 1.100
54 H 3.30818 -1.74509 -2.12618  C33 1.100
55 H -1.60700 0.37206 0.51480  C26 1.089
56 H -1.00449 -2.70427 1.15785  N14 1.001
57 H -1.42654 -2.80846 -5.26479  C20 1.099
58 H -1.43202 -2.07624 -2.28952  C25 1.098
59 H -4.47783 1.36414 -1.84648  C30 1.096
60 H 2.49694 0.56766 -3.88519  C23 1.095
61 H -0.16233 -1.35678 -0.68671  C29 1.093
62 H 0.93650 1.09769 0.43004  O1 0.971
63 H -4.57934 0.21083 0.92517  C21 1.100
64 H -6.08981 1.47989 5.05723  C32 1.096
65 H 0.85880 -2.65348 -1.14512  C29 1.100
66 H 2.27219 1.63818 0.95722  O1 0.967
67 H 2.09762 -0.53543 -0.85990  N15 1.016
68 H -0.62988 -4.24912 -4.72974  C20 1.092
69 H -4.71252 1.31663 6.23176  C32 1.091
70 H -3.17671 -0.84775 2.70329  C22 1.101
71 H 4.18833 0.19355 -0.50552  N12 1.017
72 H 1.35043 -2.54624 3.73134  N17 1.003
73 H 0.90969 1.19000 -2.48721  N16 1.012
74 H -0.71280 -3.10065 2.79785  N14 1.005
75 H -1.53549 2.67674 -4.32309  N13 1.007
76 H 5.13253 2.60770 -2.50318  C24 1.086
77 H 3.85018 -0.43734 -4.09390  C23 1.106
78 H 2.25728 1.35596 4.87087  O7 0.963
79 H -2.75757 -0.75443 -0.17567  C26 1.100
80 H -4.17754 1.56740 2.77799  N11 1.012
81 H 1.37952 2.49890 -1.68016  N16 1.018

***

Entry 2:
DFT (wB97M-V/def2-TZVPD) results for a 7-piece molecular cluster, C15H49N4O6 overall at a distorted geometry.

Calculated values
- net charge = +1
- highest occupied orbital energy (eV) = -11.5
- lowest unoccupied orbital energy (eV) = -2.115
- HOMO-LUMO gap (eV) = 9.417

Last columns: bonded neighbours and bond lengths (Å).
Geometry (Å):
1 O -0.64808 0.55363 1.64952  C22 1.384, C23 1.401
2 O 0.11106 2.01710 -4.74992  C13 1.394, C20 1.384
3 O -0.81212 -2.40422 0.59279  C18 1.479, C21 1.391
4 O -1.59218 1.40147 -0.35975  C16 1.480, H41 0.960
5 O 3.64658 -0.36086 2.14473  C17 1.405, H70 1.066
6 O 2.42082 3.34968 0.27219  C14 1.439, H57 0.956
7 N 1.57185 -0.59839 -2.69747  C11 1.441, H35 0.975, H45 0.987
8 N 1.40067 0.28190 0.06575  H26 0.866, H33 1.070, H36 1.110, H56 0.901
9 N -0.02520 -2.24081 3.82067  C15 1.429, H29 0.987, H30 1.030
10 N -4.49992 -2.28923 0.31654  C24 1.431, H62 0.974, H65 1.050
11 C 0.83389 -0.00714 -3.78535  N7 1.441, C19 1.637, C20 1.580, H54 1.095
12 C -2.77763 -2.22360 -1.33008  C24 1.478, H34 1.215, H38 1.071, H74 1.181
13 C -0.06945 3.39772 -4.82217  O2 1.394, H49 1.072, H51 1.053, H73 1.014
14 C 3.79578 3.48434 0.67590  O6 1.439, H44 1.057, H53 1.123, H66 1.227
15 C -0.78751 -1.53340 2.84012  N9 1.429, C22 1.550, C25 1.491, H47 1.070
16 C -1.65431 2.80720 -0.81953  O4 1.480, H32 0.920, H48 1.047, H64 1.117
17 C 4.79048 0.39165 2.45790  O5 1.405, H27 0.931, H37 1.174, H69 1.113
18 C -0.10850 -3.63854 1.00362  O3 1.479, H63 1.226, H67 1.023, H68 0.944
19 C -0.72226 -0.40177 -3.46575  C11 1.637, H40 1.028, H42 1.087, H46 1.143
20 C 1.02840 1.56021 -3.81924  O2 1.384, C11 1.580, H52 1.078, H58 1.237
21 C -2.12091 -2.26067 1.04169  O3 1.391, C24 1.481, H28 1.111, H72 1.043
22 C -0.09374 -0.15477 2.70198  O1 1.384, C15 1.550, H43 1.082, H50 1.065
23 C 0.10098 1.69359 1.33003  O1 1.401, H31 1.132, H55 1.084, H59 0.983
24 C -3.14162 -2.64407 0.03981  N10 1.431, C12 1.478, C21 1.481, H61 1.011
25 C -2.21060 -1.25270 3.18373  C15 1.491, H39 1.160, H60 1.047, H71 1.174
26 H 1.72370 0.57773 0.81269  N8 0.866
27 H 4.40801 0.81570 3.19261  C17 0.931
28 H -2.17391 -1.17021 1.24775  C21 1.111
29 H -0.36095 -2.02192 4.72270  N9 0.987
30 H -0.41031 -3.18936 3.93048  N9 1.030
31 H -0.33075 2.29361 0.47214  C23 1.132
32 H -2.05618 2.76133 -1.64542  C16 0.920
33 H 1.30267 1.05846 -0.66452  N8 1.070
34 H -3.57743 -2.63636 -2.14671  C12 1.215
35 H 1.59278 -1.56933 -2.78481  N7 0.975
36 H 0.41232 -0.13905 0.34429  N8 1.110
37 H 5.25823 0.82236 1.47066  C17 1.174
38 H -2.85165 -1.15776 -1.40975  C12 1.071
39 H -2.25531 -0.79032 4.24616  C25 1.160
40 H -1.02932 0.08827 -2.61586  C19 1.028
41 H -2.54123 1.30984 -0.24688  O4 0.960
42 H -1.32244 0.04678 -4.25393  C19 1.087
43 H -0.27308 0.38778 3.62107  C22 1.082
44 H 4.07580 4.49361 0.53527  C14 1.057
45 H 2.46611 -0.21986 -2.87396  N7 0.987
46 H -0.93969 -1.49391 -3.20857  C19 1.143
47 H -0.62486 -1.91143 1.85279  C15 1.070
48 H -2.26143 3.41227 -0.21837  C16 1.047
49 H 0.70208 3.98555 -5.27788  C13 1.072
50 H 0.93527 -0.33879 2.49993  C22 1.065
51 H -0.93205 3.46788 -5.42214  C13 1.053
52 H 1.02055 1.76248 -2.76067  C20 1.078
53 H 4.43579 2.84901 0.00719  C14 1.123
54 H 0.98249 -0.66565 -4.64763  C11 1.095
55 H 0.06270 2.25819 2.25501  C23 1.084
56 H 2.03199 -0.31793 -0.16597  N8 0.901
57 H 2.02273 4.05787 0.77684  O6 0.956
58 H 2.23733 1.60552 -4.07522  C20 1.237
59 H 1.05931 1.47318 1.33751  C23 0.983
60 H -2.72143 -0.73171 2.43334  C25 1.047
61 H -3.34606 -3.61633 -0.14925  C24 1.011
62 H -4.81614 -2.82271 1.06726  N10 0.974
63 H -0.15480 -3.88071 2.20467  C18 1.226
64 H -0.73800 3.44588 -0.84511  C16 1.117
65 H -4.86898 -2.79948 -0.52305  N10 1.050
66 H 3.57367 3.18070 1.84393  C14 1.227
67 H 0.89574 -3.48391 0.88356  C18 1.023
68 H -0.58089 -4.32048 0.55378  C18 0.944
69 H 5.27437 -0.42762 3.03609  C17 1.113
70 H 3.60238 -1.20881 2.78884  O5 1.066
71 H -2.80864 -2.25125 3.33602  C25 1.174
72 H -2.39127 -2.84118 1.86542  C21 1.043
73 H -0.33310 3.61842 -3.86813  C13 1.014
74 H -1.81261 -2.69466 -1.82188  C12 1.181

***

Entry 3:
DFT (wB97M-V/def2-TZVPD) results for a 2-piece molecular cluster, C15H4Cl2F3N2O3 overall at a distorted geometry.

Calculated values
- net charge = -1
- highest occupied orbital energy (eV) = -3.8
- lowest unoccupied orbital energy (eV) = -0.311
- HOMO-LUMO gap (eV) = 3.510

Last columns: bonded neighbours and bond lengths (Å).
Geometry (Å):
1 Cl 2.77415 -1.32639 2.21792  C19 1.715
2 Cl 2.82324 1.74215 2.55506  C11 1.715
3 F 2.46051 -0.77815 -4.67502  C21 1.344
4 F 0.73161 0.12599 -5.70147  C21 1.344
5 F 0.66019 -1.98487 -5.07046  C21 1.344
6 O 0.24538 2.78448 3.43574  C23 1.219
7 O 0.13157 -2.44319 2.72047  C15 1.218
8 O -0.94404 0.71303 0.15404  C14 1.234
9 N -3.22463 2.18034 3.73623  C16 1.163
10 N -3.30866 -1.79888 3.18592  C22 1.163
11 C 1.36916 0.86782 2.80168  Cl2 1.715, C19 1.357, C23 1.442
12 C 0.54701 -0.35078 -3.43429  C13 1.386, C20 1.387, C21 1.508
13 C 1.20298 -0.72018 -2.27115  C12 1.386, C17 1.361, H28 1.077
14 C -0.49999 0.38294 -0.94909  O8 1.234, C17 1.429, C24 1.431
15 C 0.12158 -1.22819 2.80130  O7 1.218, C18 1.466, C19 1.443
16 C -2.25024 1.58816 3.50679  N9 1.163, C25 1.392
17 C 0.70915 -0.37211 -1.05179  C13 1.361, C14 1.429, H29 1.076
18 C -1.11719 -0.49033 3.06606  C15 1.466, C22 1.392, C25 1.369
19 C 1.34323 -0.47883 2.63615  Cl1 1.715, C11 1.357, C15 1.443
20 C -0.63768 0.36755 -3.36901  C12 1.387, C24 1.364, H27 1.078
21 C 1.11985 -0.75913 -4.76826  F3 1.344, F4 1.344, F5 1.344, C12 1.508
22 C -2.30969 -1.20589 3.12401  N10 1.163, C18 1.392
23 C 0.18128 1.59537 3.17502  O6 1.219, C11 1.442, C25 1.466
24 C -1.16429 0.73726 -2.16638  C14 1.431, C20 1.364, H26 1.078
25 C -1.08835 0.86611 3.24765  C16 1.392, C18 1.369, C23 1.466
26 H -2.08272 1.29889 -2.10820  C24 1.078
27 H -1.12432 0.63058 -4.29448  C20 1.078
28 H 2.11707 -1.28370 -2.35845  C13 1.077
29 H 1.21383 -0.66005 -0.14596  C17 1.076